1.
ORCA calculation (the ωB97M-V functional and the def2-TZVPD basis) on C22H37N2SSbSi2Zn as an isolated structure.

Last column: Löwdin charge in e.
Geometry (Å):
Zn -0.18669 -0.40047 0.60513  0.2376
C -0.52416 -0.51369 -3.04302  -0.2498
Si -1.34559 0.00020 -1.40514  0.4477
C -2.19964 1.65795 -1.75733  -0.2458
C -2.74304 -1.28369 -1.12397  -0.3252
C -3.54849 -1.61082 -2.22058  -0.1143
C -4.57279 -2.54027 -2.13266  -0.0947
C -4.82092 -3.16697 -0.91930  -0.0956
C -4.03979 -2.85101 0.18062  -0.1179
C -2.99664 -1.92113 0.11028  -0.3394
Si -1.97169 -1.58289 1.68989  0.4607
C -3.11165 -0.55996 2.82032  -0.2467
C -1.80367 -3.26237 2.57433  -0.2427
H -1.21743 -0.45567 -3.88666  0.0185
H -0.16174 -1.54344 -2.98604  -0.0039
H 0.32909 0.12955 -3.27199  0.0146
H -2.91942 1.56336 -2.57497  0.0206
H -1.46797 2.41828 -2.04135  0.0124
H -2.73782 2.02366 -0.88087  0.0135
H -3.37038 -1.12952 -3.17758  0.0909
H -5.17362 -2.77475 -3.00315  0.0972
H -5.61764 -3.89604 -0.83282  0.0971
H -4.24762 -3.34989 1.12255  0.0921
H -4.02665 -1.11430 3.04846  0.0206
H -3.40321 0.37615 2.33929  0.0150
H -2.63116 -0.30864 3.76960  0.0076
H -2.75800 -3.60231 2.98595  0.0191
H -1.09374 -3.20936 3.40367  0.0094
H -1.45333 -4.03659 1.88727  0.0012
C 3.34172 -4.34779 1.93223  -0.1887
C 2.50973 -3.07189 1.94184  -0.4392
Sb 1.50102 -2.61082 0.09613  1.4033
C 3.16888 -2.88073 -1.24337  -0.4378
C 2.76762 -2.78022 -2.71041  -0.1956
C 0.59297 -4.52793 -0.24761  -0.4216
C -0.57437 -4.48059 -1.22807  -0.1764
H 3.77405 -4.54886 2.91477  0.0672
H 4.16726 -4.28337 1.22225  0.0575
H 2.73895 -5.21530 1.65805  0.0600
H 3.12447 -2.20548 2.19973  0.0364
H 1.71766 -3.12847 2.69325  0.0399
H 3.59265 -3.86277 -1.02372  0.0413
H 3.93024 -2.13830 -0.99418  0.0479
H 2.03199 -3.54299 -2.97440  0.0580
H 3.62806 -2.91849 -3.36760  0.0677
H 2.32405 -1.81001 -2.94113  0.0507
H 0.26882 -4.89898 0.72667  0.0375
H 1.38196 -5.19754 -0.59775  0.0520
H -1.37383 -3.82840 -0.87237  0.0458
H -0.99892 -5.47518 -1.37898  0.0736
H -0.26513 -4.10491 -2.20574  0.0551
N 4.54359 2.28746 5.16950  0.0874
C 4.70818 2.14725 3.84451  -0.8280
S 6.10540 2.55235 3.08664  0.6999
C 3.53251 1.57662 3.11160  -0.2146
C 3.42356 1.74997 1.73516  -0.0201
C 2.33452 1.22405 1.07132  -0.1036
N 1.37548 0.53054 1.69467  -0.0587
C 1.47638 0.35392 3.01103  -0.1189
C 2.52743 0.85962 3.75348  0.0000
H 5.29976 2.68286 5.70239  0.1007
H 3.65149 2.17678 5.61745  0.0970
H 4.18493 2.29666 1.19860  0.0887
H 2.20974 1.34659 0.00295  0.1144
H 0.68126 -0.22470 3.46534  0.1081
H 2.54436 0.63649 4.81120  0.1132

Cartesian forces, eV/Å:
0.04 -0.21 0.11
-0.07 0.02 0.04
-0.06 0.06 -0.17
0.05 -0.06 0.03
0.04 0.08 -0.04
-0.02 -0.02 -0.04
0.00 0.00 0.01
0.00 0.00 -0.02
-0.03 -0.04 0.03
0.04 0.02 0.06
-0.07 0.09 0.09
0.04 -0.02 -0.03
0.00 0.01 -0.05
-0.01 0.01 -0.01
0.01 0.00 0.01
0.01 0.01 0.00
0.00 -0.02 -0.01
0.00 0.01 0.00
0.00 -0.01 0.01
0.01 0.00 0.00
0.00 0.00 0.00
0.00 0.00 0.00
0.00 -0.01 0.00
-0.01 -0.01 -0.01
0.02 0.00 -0.02
0.02 -0.01 0.01
-0.02 0.01 0.00
0.01 0.02 0.02
0.02 0.01 0.00
0.02 -0.04 -0.03
-0.02 0.00 0.03
0.01 -0.05 -0.02
0.06 -0.01 0.07
-0.06 0.02 -0.02
0.02 -0.02 0.03
-0.04 0.03 -0.03
0.00 0.01 0.01
0.00 0.00 0.00
0.00 0.00 0.00
0.00 0.01 -0.01
-0.01 0.01 -0.01
0.00 0.01 0.00
-0.02 0.02 0.01
0.00 0.00 0.00
0.01 0.00 0.00
0.01 -0.01 0.00
0.00 0.01 0.00
0.01 0.02 -0.01
0.01 -0.01 0.00
0.00 -0.01 0.00
0.00 0.00 -0.01
-0.02 0.01 0.01
0.00 0.02 0.05
0.02 -0.05 -0.01
-0.02 0.00 -0.06
-0.02 0.06 0.04
-0.02 -0.03 0.04
0.04 0.10 -0.07
-0.10 -0.05 -0.09
0.01 -0.06 0.02
0.01 0.01 -0.01
-0.03 0.01 -0.02
0.01 0.00 0.01
0.01 0.01 0.00
0.02 0.00 0.03
0.08 0.04 0.01

Summary:
**HOMO**: -6.5 eV
**Kohn-Sham gap**: 5.3156 eV

=====

2.
ORCA calculation (the ωB97M-V functional and the def2-TZVPD basis) on one molecule with the formula C22H37N3O.

Last column: Löwdin charge in e.
Geometry (Å):
C -6.90844 -0.15344 0.98724  -0.1079
C -6.24204 1.12726 0.50358  -0.2367
C -4.74873 1.14016 0.84537  -0.2008
N -4.07068 0.02409 0.21823  -0.1156
C -3.68136 0.22006 -1.16345  -0.2945
C -3.54130 -1.16350 -1.81162  -0.1310
C -2.57394 -2.08562 -1.07289  -0.1833
C -2.78324 -2.00351 0.43807  -0.1327
C -2.98326 -0.57397 0.96169  -0.3039
C -1.71346 0.30001 0.95305  -0.0719
C -1.24891 0.68946 -0.45788  -0.3136
N -0.27909 1.76516 -0.40534  0.1028
C 1.08480 1.69994 -0.33118  -0.5491
O 1.74719 2.71935 -0.39982  0.0463
N 1.60975 0.44672 -0.21107  0.1460
C 3.03548 0.18055 -0.04192  -0.4262
C 3.58100 0.85214 1.22378  -0.0761
C 5.06493 0.52549 1.37569  -0.2906
C 5.24762 -0.98770 1.48844  -0.1228
C 4.70777 -1.65815 0.22600  -0.2924
C 5.47377 -1.14435 -0.99181  -0.1225
C 5.28997 0.36863 -1.10223  -0.2896
C 5.82758 1.04432 0.15800  -0.1173
C 3.80684 0.69428 -1.26092  -0.0777
C 3.22215 -1.33373 0.07014  -0.0875
C -2.44093 1.12690 -1.31110  -0.0726
H -6.85993 -0.22245 2.07165  0.0707
H -7.95260 -0.18214 0.68559  0.0666
H -6.39469 -1.01228 0.56442  0.0605
H -6.71482 1.99508 0.96787  0.1054
H -6.37098 1.21649 -0.57634  0.0968
H -4.32190 2.11487 0.56130  0.1146
H -4.64303 1.03726 1.92835  0.1229
H -4.50693 0.72942 -1.67379  0.1402
H -3.23393 -1.05406 -2.85298  0.1145
H -4.53339 -1.61933 -1.79864  0.1161
H -1.54474 -1.84332 -1.33296  0.0923
H -2.74236 -3.11491 -1.39932  0.1108
H -1.94720 -2.47280 0.96024  0.1130
H -3.68929 -2.55821 0.69041  0.1149
H -3.30515 -0.66357 2.00734  0.1436
H -0.91171 -0.21155 1.48967  0.1146
H -1.93540 1.22145 1.49850  0.1215
H -0.75759 -0.15691 -0.94212  0.1225
H -0.63247 2.70846 -0.45195  0.1426
H 0.99509 -0.28938 0.09226  0.1164
H 3.02398 0.49779 2.09581  0.1284
H 3.43352 1.92911 1.13959  0.1193
H 5.44955 1.00768 2.28142  0.1401
H 4.71693 -1.36359 2.36666  0.1184
H 6.30631 -1.22730 1.61017  0.1190
H 4.83201 -2.74460 0.30623  0.1396
H 6.53422 -1.38572 -0.89030  0.1190
H 5.10455 -1.63198 -1.89711  0.1188
H 5.83529 0.73944 -1.97708  0.1404
H 6.89403 0.83391 0.26867  0.1191
H 5.70202 2.12550 0.07799  0.1234
H 3.65745 1.77050 -1.34249  0.1171
H 3.40847 0.22544 -2.16389  0.1298
H 2.66955 -1.71202 0.93546  0.1247
H 2.82607 -1.81936 -0.82543  0.1268
H -2.14592 1.17628 -2.36018  0.1258
H -2.72854 2.13631 -1.00309  0.1108

Cartesian forces, eV/Å:
-0.01 0.20 -0.15
0.16 -0.14 0.21
-0.24 0.15 -0.19
-0.07 0.00 0.15
-0.04 0.04 -0.41
0.06 0.14 -0.05
-0.11 -0.01 0.04
0.07 0.10 0.08
0.28 -0.29 0.33
-0.27 -0.24 -0.17
0.07 0.02 0.21
-0.39 0.15 -0.13
-0.37 -0.03 -0.05
0.41 0.36 0.03
-0.01 -0.40 0.05
-0.11 0.21 -0.04
0.11 0.03 -0.04
0.11 0.07 0.26
0.00 0.04 -0.02
0.04 -0.28 0.05
-0.01 0.04 0.01
0.14 0.03 -0.22
-0.02 -0.02 0.00
0.14 0.03 0.03
0.07 0.08 -0.04
-0.08 -0.24 0.04
-0.02 -0.06 0.16
-0.12 -0.06 0.02
-0.01 -0.13 0.00
-0.02 0.08 -0.08
-0.02 0.11 -0.05
0.04 -0.02 0.09
0.06 0.04 0.01
0.07 -0.05 0.03
-0.04 -0.02 -0.08
-0.04 0.02 -0.05
0.03 -0.06 -0.03
0.09 0.02 -0.03
0.01 -0.07 0.05
0.00 -0.03 0.06
0.01 0.02 -0.13
0.07 0.04 0.08
0.06 0.04 0.01
-0.08 0.07 0.02
0.13 -0.03 -0.02
-0.04 0.02 0.00
-0.06 -0.03 0.02
-0.04 0.00 0.03
-0.03 -0.02 -0.06
0.01 -0.03 0.06
0.05 -0.04 0.04
-0.03 0.08 -0.01
0.06 -0.05 -0.02
0.02 -0.04 -0.06
-0.04 -0.01 0.05
0.06 0.03 0.00
0.05 0.08 0.00
-0.01 -0.02 -0.04
-0.06 -0.04 -0.04
-0.08 -0.01 0.05
-0.07 -0.01 -0.05
0.03 0.09 -0.03
0.03 0.07 -0.01

Summary:
**HOMO**: -8.4 eV
**Kohn-Sham gap**: 9.0071 eV
**SMILES**: CCCN1[C@@H]2CCC[C@H]1C[C@H](NC(=O)N[C@]13C[C@H]4C[C@H](C[C@H](C4)C1)C3)C2

=====

3.
ORCA calculation (the ωB97M-V functional and the def2-TZVPD basis) on C22H37O3PbSi as an isolated structure.

Last column: Löwdin charge in e.
Geometry (Å):
O -1.88890 5.95720 -4.85053  -0.1142
C -1.84308 5.72421 -6.28607  -0.1640
C -1.86644 7.21024 -6.64546  -0.0697
H -2.72835 5.17788 -6.62591  0.1157
H -0.92030 5.21363 -6.57810  0.1134
C -1.95293 7.39318 -5.10044  -0.5791
H -2.75733 7.53534 -7.18773  0.1136
H -0.94026 7.58487 -7.08776  0.1136
C -3.26916 7.99667 -4.64751  -0.0254
H -4.11955 7.48187 -5.11028  0.0905
H -3.30512 9.05614 -4.93191  0.0949
H -3.35746 7.93506 -3.55624  0.0876
C -0.77292 8.13172 -4.49951  -0.0255
H 0.17643 7.70083 -4.83894  0.0891
H -0.82357 8.08901 -3.40446  0.0870
H -0.80804 9.18631 -4.80008  0.0945
Pb -0.56288 -1.00366 -0.33335  1.6157
C 2.68633 -0.27697 0.72221  -0.0782
C 2.64215 -1.25471 -0.31651  -0.1106
C 2.40619 -0.57858 -1.55280  -0.1474
H 2.81151 -2.32000 -0.17970  0.1080
C 2.28557 0.80801 -1.26644  -0.0869
C 2.45763 0.99615 0.13255  -0.0940
H 2.45328 1.95370 0.65188  0.1070
H 2.88517 -0.47967 1.77188  0.1085
H 2.38019 -1.03293 -2.54681  0.1056
H 2.14662 1.60233 -2.00156  0.1138
C -1.31458 -0.15699 2.71212  -0.0680
C -0.52533 1.00940 2.51757  -0.0670
C -1.07411 1.73321 1.43013  -0.0918
H 0.32761 1.31404 3.12706  0.1199
C -2.22480 1.03672 0.96529  -0.1571
C -2.39800 -0.12593 1.78154  -0.1707
H -3.23857 -0.82170 1.75628  0.1143
H -1.16149 -0.91309 3.48125  0.1089
H -0.72332 2.69558 1.06261  0.1100
H -2.88805 1.36840 0.16613  0.1207
O -0.80841 1.43136 -1.86549  -0.3357
C -0.61158 2.86987 -1.81042  -0.1930
C -0.51877 3.35305 -3.24835  -0.1448
H 0.29679 3.06929 -1.22463  0.1105
H -1.47497 3.30772 -1.29028  0.1215
C -1.28842 2.28618 -4.04577  -0.1451
H 0.53972 3.33566 -3.54918  0.1200
H -0.92103 4.35539 -3.40691  0.1004
C -1.05118 1.01379 -3.24240  -0.2026
H -0.96453 2.21127 -5.08696  0.1222
H -2.36013 2.52859 -4.02544  0.1238
H -0.15047 0.48100 -3.59839  0.1185
H -1.90740 0.32313 -3.25894  0.1175
C 1.83886 -4.71983 1.61485  -0.1703
Si 0.59843 -3.45256 2.26111  0.2459
C -1.02879 -4.27406 2.75087  -0.1681
C 1.37073 -2.67050 3.82170  -0.1616
O 0.33336 -2.35687 1.10745  -0.5976
H 1.91359 -5.55267 2.33114  0.0386
H 2.83529 -4.28059 1.48706  0.0245
H 1.53070 -5.12246 0.64151  0.0321
H -0.84855 -5.12568 3.42406  0.0385
H -1.70086 -3.56935 3.25791  0.0207
H -1.56376 -4.64443 1.86328  0.0315
H 2.33583 -2.20110 3.58767  0.0205
H 0.73637 -1.88800 4.25685  0.0097
H 1.55368 -3.41937 4.60559  0.0395

Cartesian forces, eV/Å:
0.01 0.33 -0.72
0.01 -0.36 -0.15
0.00 -0.29 0.79
0.20 -0.14 0.06
-0.19 -0.16 0.06
-0.06 0.94 -0.29
0.28 0.04 0.01
-0.27 0.01 -0.02
-0.04 -0.06 0.17
0.16 0.07 0.13
-0.01 -0.22 0.03
-0.06 -0.02 -0.16
0.00 -0.07 0.15
-0.17 0.06 0.10
0.10 -0.01 -0.16
0.03 -0.20 0.05
1.00 -0.61 0.93
-0.35 2.89 0.11
-0.05 -0.03 -2.34
-0.28 -1.11 0.58
-0.07 0.30 -0.11
0.18 -0.35 -0.35
0.30 -1.36 1.79
0.00 -0.35 -0.16
-0.11 0.09 -0.30
0.05 0.17 0.48
0.03 -0.31 0.25
-0.56 0.04 0.18
0.13 1.49 -1.38
2.00 -0.16 2.03
-0.31 -0.19 -0.34
-1.57 -1.89 0.73
-0.15 0.56 -1.35
0.35 0.27 -0.06
-0.05 0.25 -0.29
-0.06 -0.35 0.09
0.19 -0.13 0.28
-0.10 0.00 -0.39
-0.30 -0.10 0.16
0.53 -0.30 -0.27
-0.24 -0.05 -0.14
0.15 -0.05 -0.07
-0.48 0.26 0.41
-0.25 0.14 -0.04
0.10 -0.10 0.04
0.46 -0.09 0.08
-0.05 -0.04 0.20
0.24 -0.03 -0.13
-0.28 0.10 0.12
0.23 0.21 0.05
-0.29 0.02 0.08
0.45 -0.87 1.15
0.10 -0.03 -0.18
-0.12 0.06 -0.33
-0.82 1.63 -1.43
0.08 0.18 -0.26
-0.11 -0.06 0.11
0.01 -0.01 0.20
-0.11 0.24 -0.16
0.13 -0.11 0.00
0.16 0.00 0.21
-0.13 -0.12 0.03
0.06 -0.14 -0.01
-0.08 0.12 -0.23

Summary:
**HOMO (alpha / beta)**: -11.5 / -11.6 eV
**Kohn-Sham gap (alpha / beta)**: 6.4481 / 5.8349 eV
**Charge**: +1

=====

Number 1: DFT total energy -107941.0779 eV, F_max 0.2 eV/Å. Number 2: DFT total energy -29934.9673 eV, F_max 0.5 eV/Å. Number 3: DFT total energy -42673.1135 eV, F_max 2.9 eV/Å.